Density functional theory data (ωB97M-V/def2-TZVPD) for one molecule with the formula C22H42N2O8.

Output
energy relative to the best compared isomer or geometry (same formula, charge and spin)	12.74	kcal per mole
lowest unoccupied orbital energy	0.8	eV
maximum force	0.67	eV/A
HOMO level	-8.8	eV
energy	-1574.91503	Ha
frontier orbital gap	9.59	eV
charge	0

Geometry as XYZ:
```
74
Properties=species:S:1:pos:R:3:forces:R:3
C -1.587 -2.597 0.782 -0.201 0.184 0.330
O 4.474 1.141 -1.400 0.276 0.105 -0.315
C -1.936 1.710 -0.476 -0.109 -0.197 -0.252
H 1.350 1.344 1.568 0.059 0.015 0.032
C 2.341 -0.529 1.937 0.115 0.364 0.137
H -1.112 -3.167 1.588 -0.003 -0.028 -0.021
C -6.173 0.327 -0.064 -0.445 -0.210 0.079
C -9.051 0.110 -1.303 0.018 -0.171 0.181
C -2.189 0.225 -0.758 0.049 0.663 -0.083
H 3.037 3.588 -0.744 -0.065 -0.040 -0.129
H -1.256 -0.275 -1.016 -0.061 0.037 -0.068
H -8.804 1.105 -0.945 -0.021 0.160 -0.024
H 0.735 -3.647 0.574 0.021 0.007 -0.069
H -1.617 2.208 -1.404 -0.023 -0.011 0.045
H 3.022 1.494 2.155 -0.137 0.010 0.036
H 8.936 -3.168 -1.345 0.073 -0.109 -0.055
H -0.175 5.096 0.748 -0.079 -0.072 -0.086
H -6.366 -1.791 -0.180 0.046 0.013 -0.050
C -0.004 4.110 0.300 -0.300 -0.208 0.281
H -6.509 1.234 -0.569 0.024 -0.060 0.085
H -2.868 2.178 -0.132 0.065 -0.012 -0.052
C 6.199 0.203 0.397 0.376 -0.216 -0.335
H -0.358 4.135 -0.738 0.006 0.046 0.019
H 8.193 -0.803 -1.199 0.073 0.063 0.028
H 5.742 -1.212 -1.141 -0.043 -0.031 0.009
N 2.786 1.126 0.111 -0.064 0.017 0.059
H -6.413 0.381 1.004 -0.004 0.063 -0.158
H 7.500 -3.688 -0.462 -0.037 -0.118 0.036
C -6.806 -0.922 -0.674 0.080 0.132 0.223
H -0.918 -0.618 1.371 -0.109 -0.033 0.041
C -1.854 -1.169 1.277 0.090 -0.497 0.005
H -2.883 0.145 -1.598 0.185 -0.009 0.000
H 5.897 -1.922 0.475 -0.041 -0.036 0.005
H 1.543 3.710 -1.703 0.026 0.016 0.049
H 8.356 -1.509 0.410 0.074 0.066 0.006
H 0.900 -3.340 -1.179 0.071 0.007 0.111
H -8.678 -1.944 -0.818 -0.021 -0.014 0.103
H 2.183 1.440 -1.835 -0.120 0.033 0.072
H 2.474 -1.916 -0.155 -0.027 0.018 -0.016
H -1.815 3.512 1.308 0.046 -0.012 0.021
O -4.573 -0.971 1.624 -0.306 -0.173 0.256
C 7.895 -2.932 -1.136 0.106 0.223 0.091
C 7.776 -1.545 -0.515 -0.266 -0.118 -0.014
H -6.552 -0.967 -1.735 0.028 -0.028 -0.042
O 4.851 0.507 0.740 -0.355 0.161 0.091
H -8.783 0.044 -2.355 0.008 0.039 -0.139
H 6.570 0.955 -0.308 0.000 -0.083 0.160
C -4.064 -0.419 0.676 0.020 0.109 -0.118
H -2.546 -3.063 0.533 0.068 0.021 0.125
N -2.744 -0.448 0.390 0.005 0.029 -0.090
O -4.758 0.324 -0.226 0.336 -0.015 -0.054
C 6.323 -1.190 -0.216 0.097 0.345 0.136
H -0.314 2.928 2.071 -0.063 0.103 -0.018
H 2.190 -0.548 3.020 0.110 0.041 -0.033
O -0.944 1.818 0.525 -0.004 -0.244 0.069
C 4.071 0.948 -0.276 -0.030 -0.142 0.119
C 1.984 3.300 -0.783 0.076 -0.337 -0.306
H 7.338 -2.979 -2.069 -0.052 -0.058 -0.108
H -10.127 -0.022 -1.216 -0.108 0.078 -0.040
C 0.569 -2.914 -0.227 0.425 0.313 0.019
H 3.306 -0.995 1.703 -0.115 0.021 0.071
O 1.389 3.897 0.347 -0.020 -0.124 0.265
C 1.424 -1.673 0.060 -0.244 -0.430 -0.163
H 6.754 0.269 1.335 -0.040 0.011 -0.091
C 2.358 0.942 1.483 0.096 -0.518 0.417
C -0.819 3.090 1.115 0.245 0.407 -0.156
O -0.804 -2.670 -0.394 -0.142 0.178 -0.141
C -8.323 -0.962 -0.499 0.144 0.070 -0.186
H -8.565 -0.852 0.560 -0.043 -0.094 0.060
C 1.892 1.765 -0.833 0.110 0.418 -0.219
O 1.287 -1.300 1.415 -0.214 -0.107 -0.093
H 1.114 -0.860 -0.607 0.044 -0.040 -0.023
H -2.343 -1.233 2.251 0.132 0.020 -0.046
H 0.872 1.448 -0.613 0.090 -0.014 -0.081
```
Forces are in eV/Å.